A cluster of 3 separate species, C20H38FO5 in total in a non-equilibrium geometry. Source: the OMol25 dataset; level of theory: ωB97M-V/def2-TZVPD.

```
64
Properties=species:S:1:pos:R:3:forces:R:3
H -4.727 -0.271 6.179 -0.05 0.00 -0.04
H -4.919 -2.110 3.754 0.01 0.00 0.00
H -2.638 -3.095 6.649 0.01 0.01 0.01
C 2.303 0.235 -7.282 0.02 0.02 -0.02
C 3.607 0.985 -7.009 -0.01 -0.02 0.01
C -0.637 2.122 1.596 -0.07 -0.07 -0.05
H -2.570 -3.154 4.876 -0.02 0.00 -0.01
H 0.150 -1.129 1.514 -0.03 0.00 0.10
H 0.977 2.893 2.770 -0.09 -0.08 0.00
C -4.598 -3.073 5.662 -0.01 0.03 0.01
H -1.499 0.312 3.433 0.04 0.01 -0.12
H -5.044 -3.042 6.659 0.01 0.01 0.00
H 1.087 0.188 -1.045 0.02 -0.05 0.14
H 0.058 -1.395 3.268 0.07 -0.02 -0.04
C -5.124 -1.919 4.809 0.01 -0.03 -0.02
C -1.555 -0.171 2.452 -0.30 0.09 -0.01
H 0.064 1.254 -2.017 0.07 -0.07 -0.03
C -0.464 -3.500 1.466 0.06 -0.05 0.16
H 1.605 3.063 0.144 -0.02 -0.03 -0.02
H -2.542 -0.644 2.412 0.12 -0.07 0.07
C 2.413 2.392 0.473 0.15 -0.10 -0.17
H 2.316 -0.800 -6.946 0.01 0.00 0.02
H -1.270 2.816 2.164 0.13 -0.04 0.02
C 1.304 1.083 -6.504 0.07 -0.05 0.05
C -1.494 0.869 1.319 -0.05 0.05 0.14
C 3.137 2.434 -7.039 0.01 -0.03 0.02
H 1.668 0.423 1.116 -0.09 -0.06 -0.17
H -4.786 -4.056 5.233 0.00 0.00 -0.02
C -0.537 -1.308 2.351 0.04 0.20 -0.09
C -3.112 -2.741 5.732 0.03 -0.02 -0.07
O 1.327 -2.412 -3.217 0.59 2.16 0.49
C 2.211 1.775 -2.021 0.19 -0.21 0.36
C 1.880 1.402 1.539 -0.13 0.10 0.13
H 3.730 3.089 -6.399 0.00 0.01 0.01
H 2.690 1.236 2.259 -0.06 -0.17 -0.11
H 3.112 3.045 1.013 -0.10 0.03 -0.01
H 1.827 2.781 -2.228 0.13 -0.09 -0.05
H 2.073 0.249 -8.351 0.00 0.02 0.00
H -1.008 -4.443 1.519 0.01 0.04 -0.01
O -3.022 -1.317 5.694 0.05 0.04 0.05
F 3.392 0.395 -0.522 0.03 -0.05 0.04
H 2.573 -1.168 -2.174 -0.13 0.04 0.22
H 3.158 2.835 -8.061 0.01 0.00 0.00
H 0.299 1.060 -6.926 -0.01 0.01 0.00
H -6.192 -1.737 4.924 -0.01 -0.01 0.02
C 3.128 1.848 -0.796 -0.23 0.20 -0.03
H -4.103 -0.004 4.536 0.04 0.03 0.02
H 0.503 1.268 3.214 0.03 0.01 0.01
H 1.258 0.762 -5.461 -0.05 0.02 0.03
C -4.274 -0.757 5.307 0.01 -0.03 -0.01
C 0.677 1.921 2.352 0.32 0.18 -0.13
H 3.985 0.731 -6.018 -0.01 0.00 0.01
H -2.518 1.216 1.135 0.11 0.00 -0.08
H 2.816 1.465 -2.886 -0.08 0.17 0.02
H 4.391 0.784 -7.739 0.00 -0.01 -0.01
C 1.676 -1.307 -2.795 -0.41 -1.73 -0.86
O 1.039 -0.167 -3.087 -0.31 -0.72 0.30
O 1.794 2.428 -6.566 -0.07 0.05 -0.08
H -0.421 2.621 0.644 -0.09 -0.02 0.07
H 0.520 -3.636 1.937 -0.07 0.01 -0.01
O -1.236 -2.527 2.133 -0.14 -0.17 -0.06
H -1.187 0.371 0.396 0.13 -0.04 -0.01
C 1.043 0.773 -1.959 0.03 0.43 -0.16
H -0.313 -3.239 0.415 0.06 0.06 -0.05
```
Positions in Å, forces in eV/Å.

Energy in eV: -34308.415
LUMO energy in eV: 2.5205
Frontier orbital gap in eV: 4.4
Charge: -1